Record 1
C26H34AuClN3O7P | wB97M-V/def2-TZVPD

Last column: Löwdin spin population.
Geometry (Å):
Au 0.06 -0.16 -0.35  0.390
O -2.06 0.85 5.42  -0.001
C -3.07 0.92 4.60  0.005
O -4.20 1.08 4.94  0.013
C -2.79 0.80 3.09  0.069
C -3.77 0.92 2.16  -0.005
Cl -5.36 1.39 2.43  -0.005
N -3.19 0.70 0.88  0.199
N -1.81 0.47 1.02  -0.004
C -1.57 0.51 2.31  0.093
C -0.13 0.26 2.81  0.008
O 0.05 0.35 4.03  0.017
O 0.70 -0.03 1.93  0.018
C -3.74 0.64 -0.37  0.134
C -2.87 0.73 -1.51  0.122
C -3.38 0.68 -2.76  0.019
C -4.76 0.53 -2.97  0.223
C -5.63 0.42 -1.87  0.015
C -5.15 0.48 -0.60  0.109
H -1.19 0.68 4.95  0.000
H -1.81 0.88 -1.37  0.017
H -2.72 0.78 -3.61  -0.002
H -5.16 0.49 -3.98  0.010
H -6.69 0.29 -2.03  -0.002
H -5.84 0.36 0.21  0.003
C 1.74 -2.24 -5.22  0.000
N 1.17 -0.87 -5.01  0.001
C 1.86 0.19 -5.81  0.000
C 0.94 -0.52 -3.55  0.010
C 2.14 -0.50 -2.62  0.036
C 3.47 -0.56 -3.02  0.008
C 4.51 -0.51 -2.09  0.007
C 4.22 -0.38 -0.74  0.006
C 2.90 -0.33 -0.33  0.035
C 1.86 -0.37 -1.26  0.164
H 1.72 -2.46 -6.28  0.000
H 1.12 -2.95 -4.67  0.000
H 2.75 -2.27 -4.84  0.000
H 0.22 -0.91 -5.39  0.000
H 2.87 0.33 -5.47  0.000
H 1.31 1.13 -5.69  0.000
H 1.86 -0.11 -6.85  0.000
H 0.22 -1.24 -3.17  0.003
H 0.47 0.47 -3.56  0.004
H 3.76 -0.68 -4.06  0.002
H 5.53 -0.56 -2.43  0.000
H 5.02 -0.33 -0.01  0.001
H 2.67 -0.25 0.73  0.005
C 1.40 -5.49 1.15  0.001
C 1.05 -4.02 1.16  0.003
O -0.29 -3.85 0.55  0.062
P -0.76 -2.54 -0.17  0.142
O -2.31 -2.51 0.21  0.046
C -2.80 -2.84 1.55  0.002
C -3.59 -4.11 1.51  0.002
O -0.84 -2.87 -1.74  0.015
C -1.47 -4.10 -2.22  0.003
C -0.42 -5.13 -2.57  0.000
H 2.29 -5.64 1.77  0.000
H 1.61 -5.85 0.15  0.000
H 0.58 -6.07 1.58  0.000
H 1.77 -3.43 0.60  0.000
H 0.99 -3.63 2.17  0.000
H -3.41 -1.99 1.87  0.000
H -1.95 -2.92 2.23  0.001
H -4.41 -4.04 0.79  0.000
H -4.02 -4.31 2.49  0.000
H -2.95 -4.95 1.24  0.000
H -2.06 -3.81 -3.09  0.001
H -2.16 -4.47 -1.46  0.001
H 0.43 -4.67 -3.07  0.000
H -0.84 -5.89 -3.23  0.000
H -0.05 -5.64 -1.68  0.000

For the energy above the lowest of the compared OMol25 structures with the same formula, charge and spin, the calculation gives 73.3 kJ/mol. The spin multiplicity is 3. The calculation puts the HOMO energy (spin up / spin down) at -13.4944 / -14.2165 eV. Its orbital gap (spin up / spin down) is 7.28 / 4.59 eV. As for the net charge: +2. The expectation value of S² is 2.04.

Record 2
C19H64O19 | wB97M-V/def2-TZVPD

Last column: Mulliken charge in e.
Geometry (Å):
C 4.39 -0.06 1.70  -0.725
O 3.03 -0.53 1.75  0.239
H 4.42 0.85 1.09  0.063
H 4.62 0.17 2.73  0.360
H 4.93 -0.74 1.04  0.280
H 2.65 -0.86 0.91  -0.245
C -1.89 4.23 2.87  -0.017
O -0.91 5.25 3.06  -0.522
H -2.84 4.58 3.27  0.346
H -1.99 4.02 1.80  -0.160
H -1.61 3.26 3.28  0.075
H -0.41 5.05 3.86  0.305
C -0.29 -3.15 -2.62  -0.214
O -1.53 -3.86 -2.45  -0.590
H -0.08 -2.89 -3.66  0.523
H -0.48 -2.28 -2.00  -0.037
H 0.58 -3.67 -2.22  0.275
H -1.65 -4.50 -3.16  0.290
C -0.64 0.74 1.41  1.107
O -1.46 -0.03 0.55  -0.368
H -0.40 1.67 0.89  -0.680
H -1.04 0.88 2.42  0.497
H 0.34 0.30 1.61  -0.684
H -1.33 -0.96 0.73  0.044
C -2.58 -0.68 -3.87  -0.203
O -2.71 -1.99 -4.27  -0.566
H -3.53 -0.22 -3.59  0.245
H -1.92 -0.45 -3.01  -0.174
H -2.16 -0.01 -4.62  0.426
H -2.92 -2.49 -3.47  0.324
C 2.95 3.75 0.60  -0.819
O 1.69 3.08 0.82  0.131
H 3.30 4.34 1.44  0.313
H 3.67 2.97 0.31  0.154
H 2.83 4.35 -0.31  0.219
H 1.66 2.82 1.75  0.168
C -3.17 2.01 -1.71  0.103
O -3.21 3.41 -1.57  -0.703
H -3.88 1.51 -1.05  0.181
H -3.43 1.77 -2.75  0.273
H -2.16 1.64 -1.51  -0.256
H -2.41 3.66 -1.08  0.326
C 1.37 1.31 4.42  -0.216
C 1.11 -0.17 4.41  -0.318
O 2.30 -0.98 4.44  -0.638
O 1.99 1.66 3.14  -0.630
H 2.15 1.51 5.17  0.264
H 0.50 1.96 4.45  0.332
H 0.65 -0.49 3.46  -0.097
H 0.42 -0.49 5.19  0.414
H 2.57 -1.04 3.50  0.407
H 2.45 0.85 2.88  0.250
C -0.18 4.94 -1.85  -0.470
C -1.04 6.20 -1.92  -0.533
O -2.32 5.94 -2.47  -0.549
O -0.57 4.01 -0.84  0.056
H 0.85 5.30 -1.74  0.370
H -0.15 4.44 -2.82  0.360
H -0.56 6.97 -2.52  0.387
H -1.14 6.52 -0.87  0.233
H -2.46 5.00 -2.34  0.395
H 0.20 3.82 -0.28  -0.172
C 3.67 -3.43 -0.51  -1.054
C 3.12 -2.27 -1.33  -0.218
O 1.99 -1.70 -0.68  0.223
O 2.98 -4.67 -0.66  -0.518
H 3.63 -3.16 0.54  0.134
H 4.72 -3.60 -0.77  0.461
H 3.02 -2.59 -2.37  0.441
H 3.86 -1.46 -1.33  0.264
H 1.58 -1.14 -1.36  -0.154
H 3.29 -5.12 -1.44  0.316
C -0.11 -3.34 1.93  0.832
C 0.27 -4.81 1.94  -0.499
O 0.67 -5.25 3.24  -0.595
O -1.36 -3.04 2.53  -0.647
H -0.18 -3.02 0.88  -0.431
H 0.69 -2.71 2.34  0.170
H 1.17 -4.98 1.34  0.116
H -0.60 -5.38 1.59  0.251
H 0.02 -4.85 3.84  0.346
H -2.01 -2.99 1.83  0.476
C 1.54 0.97 -1.75  0.300
C 1.86 -0.20 -2.68  -1.395
O 0.98 -1.26 -2.29  -0.213
O 2.17 0.74 -0.49  0.182
H 0.49 1.25 -1.66  -0.256
H 1.97 1.91 -2.13  0.524
H 2.89 -0.45 -2.44  0.208
H 1.75 0.03 -3.74  0.559
H 0.07 -1.15 -2.56  -0.008
H 2.27 1.61 -0.05  0.038
C -4.04 -3.49 -0.02  -0.506
C -4.84 -2.36 -0.60  -0.584
O -4.53 -2.14 -1.98  -0.418
O -2.67 -3.11 0.03  -0.097
H -4.17 -4.42 -0.59  0.315
H -4.39 -3.74 0.98  0.384
H -4.88 -1.45 0.00  0.250
H -5.87 -2.73 -0.66  0.454
H -5.26 -1.72 -2.44  0.255
H -2.34 -3.00 -0.87  -0.055

For the energy above the lowest of the compared OMol25 structures with the same formula, charge and spin, the calculation gives 519.6 kJ/mol. The calculation puts the HOMO energy at -9.4365 eV. Its orbital gap is 9.68 eV.

Record 3
C5H8N2 | wB97M-V/def2-TZVPD

Last column: natural (NBO) charge in e.
Geometry (Å):
C -0.51 1.30 0.10  -0.578
C 0.04 -0.15 -0.06  -0.026
C -1.07 -1.16 0.21  -0.589
N 0.69 -0.24 -1.34  -0.395
C 1.18 -0.19 0.86  -0.096
C 2.40 -0.14 0.20  -0.119
N 2.15 -0.17 -1.13  -0.125
H -0.85 1.48 1.13  0.219
H -1.37 1.42 -0.57  0.210
H 0.25 2.03 -0.16  0.233
H -1.95 -0.99 -0.42  0.213
H -0.72 -2.19 0.07  0.231
H -1.38 -1.05 1.26  0.218
H 0.13 0.19 -2.09  0.395
H 1.02 -0.14 1.93  0.207

For the energy above the lowest of the compared OMol25 structures with the same formula, charge and spin, the calculation gives 486.3 kJ/mol. The calculation puts the HOMO energy (spin up / spin down) at -8.2646 / -7.7404 eV. Its orbital gap (spin up / spin down) is 7.20 / 6.44 eV.

Record 4
C19H44NO11P | wB97M-V/def2-TZVPD

Last column: Mulliken charge in e.
Geometry (Å):
C 3.07 2.31 -0.90  -0.437
C 2.59 1.20 -1.43  -0.315
C 1.87 -0.13 -2.03  1.083
C 2.78 -1.45 -2.07  -0.809
C 4.00 -1.45 -0.99  0.157
N 5.11 -0.72 -1.15  -0.650
O 1.41 0.27 -3.36  -0.466
C 0.56 1.43 -3.06  0.377
O 0.48 2.47 -3.76  -0.480
O -0.11 1.07 -1.82  -0.047
C 0.47 -0.12 -1.23  0.154
O 0.82 0.03 0.17  -0.163
P -0.64 -1.67 -1.22  0.148
O -0.47 -2.49 0.10  -0.548
H 3.19 3.23 -0.22  0.359
H 3.30 -1.45 -3.11  0.417
H 2.21 -2.44 -2.00  0.255
H 3.87 -2.14 -0.05  0.221
H 5.71 -0.92 -0.33  0.340
H 1.49 -0.67 0.43  0.181
H -2.03 -1.23 -1.23  0.091
H -0.47 -2.53 -2.36  0.136
C 5.07 -5.46 2.71  -1.153
C 3.92 -5.24 1.75  -0.101
O 4.33 -4.38 0.69  -0.439
H 5.40 -4.51 3.13  0.272
H 4.76 -6.12 3.53  0.349
H 5.92 -5.91 2.21  0.348
H 3.07 -4.78 2.25  0.255
H 3.59 -6.19 1.31  0.241
H 5.08 -4.80 0.24  0.252
C -1.76 2.45 1.39  -0.543
C -2.90 2.67 0.42  -0.158
O -2.49 3.53 -0.64  -0.541
H -1.43 3.41 1.81  0.302
H -2.06 1.79 2.21  0.352
H -0.90 2.01 0.88  -0.156
H -3.75 3.13 0.92  0.238
H -3.23 1.72 -0.02  0.202
H -1.74 3.11 -1.08  0.274
C -4.43 6.26 1.27  -0.834
C -5.74 6.01 1.97  -0.274
O -5.83 6.82 3.14  -0.526
H -3.58 6.04 1.93  0.232
H -4.34 5.65 0.37  0.163
H -4.33 7.32 0.98  0.428
H -5.82 4.97 2.28  0.264
H -6.59 6.25 1.32  0.257
H -5.77 7.74 2.87  0.301
C 2.06 0.51 3.66  -0.932
C 3.27 -0.36 3.42  -0.393
O 3.35 -0.73 2.04  -0.373
H 1.14 -0.02 3.37  0.188
H 1.99 0.79 4.71  0.418
H 2.10 1.42 3.05  0.285
H 3.21 -1.28 4.01  0.293
H 4.19 0.16 3.69  0.289
H 3.41 0.08 1.53  0.195
C -2.06 -5.52 0.73  -0.604
C -1.20 -6.01 1.88  -0.244
O -0.03 -6.63 1.38  -0.513
H -2.34 -6.35 0.08  0.305
H -2.97 -5.04 1.10  0.318
H -1.51 -4.80 0.11  -0.077
H -1.75 -6.74 2.48  0.301
H -0.91 -5.17 2.52  0.233
H 0.45 -5.98 0.85  0.280
C -2.16 3.03 -5.92  -0.881
C -3.59 2.82 -5.45  -0.227
O -3.61 1.97 -4.32  -0.483
H -1.69 2.07 -6.17  0.220
H -2.12 3.68 -6.80  0.360
H -1.55 3.48 -5.12  0.233
H -4.18 2.35 -6.24  0.292
H -4.05 3.78 -5.19  0.253
H -3.09 2.40 -3.62  0.254

The calculation puts the HOMO energy at -10.0792 eV. Its orbital gap is 10.36 eV.

Record 5
C24H33NO2S2Zr | wB97M-V/def2-TZVPD

Last column: natural (NBO) charge in e.
Geometry (Å):
Zr -0.23 0.08 0.49  2.096
C -0.71 0.89 -1.71  -0.411
C -1.08 -0.49 -1.57  -0.088
C 0.13 -1.25 -1.46  -0.060
C 1.18 -0.28 -1.44  -0.413
C 0.68 1.02 -1.67  -0.017
C 1.51 2.24 -2.03  -0.082
C 0.99 3.53 -1.40  -0.597
C 1.37 2.36 -3.57  -0.594
C 2.97 2.04 -1.67  -0.610
C 0.46 -2.76 -1.43  -0.098
C 0.47 -3.37 -0.02  -0.603
C -0.49 -3.51 -2.36  -0.604
C 1.88 -2.95 -1.99  -0.603
C -2.53 -0.86 -1.17  -0.102
C -3.38 -1.20 -2.40  -0.604
C -3.15 0.35 -0.43  -0.550
C -2.56 -1.99 -0.14  -0.580
H -1.41 1.70 -1.89  0.276
H 2.23 -0.51 -1.40  0.288
H -0.08 3.67 -1.54  0.206
H 1.49 4.38 -1.87  0.245
H 1.21 3.58 -0.33  0.205
H 0.35 2.63 -3.86  0.217
H 1.63 1.42 -4.07  0.219
H 2.04 3.13 -3.93  0.240
H 3.11 1.81 -0.61  0.210
H 3.52 2.96 -1.87  0.244
H 3.44 1.25 -2.25  0.220
H -0.51 -3.62 0.38  0.221
H 0.99 -2.73 0.72  0.201
H 1.06 -4.29 -0.03  0.257
H -1.54 -3.44 -2.08  0.200
H -0.23 -4.57 -2.34  0.242
H -0.39 -3.17 -3.39  0.231
H 2.66 -2.61 -1.30  0.212
H 2.02 -2.44 -2.95  0.224
H 2.04 -4.01 -2.15  0.242
H -3.45 -0.34 -3.07  0.232
H -4.38 -1.48 -2.08  0.237
H -2.95 -2.03 -2.96  0.236
H -3.26 1.23 -1.05  0.244
H -2.57 0.66 0.47  0.147
H -4.12 0.07 -0.02  0.265
H -2.22 -2.95 -0.52  0.247
H -3.57 -2.11 0.26  0.259
H -1.95 -1.79 0.76  0.173
O -0.33 -0.82 2.41  -0.988
S 1.02 -0.34 2.98  2.268
O 2.04 -1.31 3.01  -0.782
N 1.20 0.93 1.91  -0.935
C 0.38 1.90 2.44  0.104
S -0.78 2.56 1.45  0.145
C 0.41 1.89 3.92  -0.037
C 0.07 2.87 4.83  -0.159
C 0.12 2.53 6.18  -0.131
C 0.47 1.25 6.61  -0.147
C 0.78 0.24 5.70  -0.117
C 0.75 0.62 4.37  -0.382
H -0.21 3.86 4.51  0.258
H -0.12 3.29 6.92  0.258
H 0.49 1.04 7.67  0.260
H 1.04 -0.76 6.02  0.267

For the energy above the lowest of the compared OMol25 structures with the same formula, charge and spin, the calculation gives 0.0 kJ/mol. The calculation puts the HOMO energy at -15.6183 eV. Its orbital gap is 7.53 eV. As for the net charge: +2.

Record 6
C23H54BrN3O | wB97M-V/def2-TZVPD

Last column: Mulliken charge in e.
Geometry (Å):
C 1.02 9.40 -3.08  -1.305
C 0.24 8.24 -3.70  -0.617
C -0.36 7.34 -2.65  -0.320
C -1.01 6.09 -3.26  -0.985
N -1.93 5.32 -2.34  0.415
C -2.24 3.97 -2.98  -0.550
C -1.39 2.93 -2.30  -0.544
C -1.32 3.45 -0.86  0.155
C -1.27 4.96 -1.01  -0.710
C -3.19 6.07 -2.06  -1.126
H 0.36 10.18 -2.72  0.334
H 1.68 9.85 -3.82  0.367
H 1.65 9.03 -2.27  0.350
H 0.81 7.74 -4.49  0.443
H -0.59 8.69 -4.27  0.317
H -1.15 7.87 -2.09  0.180
H 0.36 7.02 -1.90  0.468
H -0.22 5.38 -3.50  0.393
H -1.59 6.26 -4.17  0.383
H -3.28 3.78 -2.70  0.378
H -2.18 4.09 -4.06  0.336
H -1.86 1.95 -2.34  0.305
H -0.38 2.79 -2.67  0.356
H -2.18 3.22 -0.23  -0.037
H -0.45 3.02 -0.36  0.148
H -1.68 5.51 -0.17  0.437
H -0.24 5.30 -1.07  0.110
H -2.96 6.96 -1.49  0.389
H -3.79 5.44 -1.40  0.509
H -3.68 6.32 -2.99  0.339
C 5.09 -9.03 0.24  -1.362
C 4.44 -7.72 -0.24  -0.494
C 3.62 -7.06 0.88  -0.347
C 2.92 -5.83 0.35  -0.969
N 1.93 -5.18 1.28  0.572
C 1.18 -4.06 0.55  -0.831
C 2.02 -2.80 0.76  0.086
C 2.58 -2.97 2.18  -0.634
C 2.63 -4.49 2.44  -0.246
C 0.94 -6.15 1.79  -1.258
H 4.30 -9.73 0.51  0.344
H 5.75 -8.91 1.10  0.349
H 5.75 -9.41 -0.54  0.391
H 3.78 -7.97 -1.07  0.315
H 5.19 -7.02 -0.59  0.382
H 4.29 -6.83 1.71  0.365
H 2.90 -7.80 1.23  0.316
H 2.44 -5.96 -0.62  0.356
H 3.69 -5.07 0.20  0.402
H 0.26 -3.96 1.12  0.427
H 1.02 -4.38 -0.47  0.255
H 1.33 -1.96 0.67  -0.273
H 2.84 -2.75 0.05  0.393
H 1.97 -2.41 2.89  0.200
H 3.60 -2.61 2.29  0.355
H 2.17 -4.82 3.36  0.363
H 3.67 -4.81 2.45  0.169
H 0.30 -5.65 2.51  0.505
H 1.40 -6.98 2.30  0.444
H 0.28 -6.48 0.99  0.336
C -2.39 -0.50 4.00  -1.019
N -2.61 -0.23 2.56  0.331
C -4.08 -0.51 2.23  -0.664
C -2.29 1.19 2.26  -0.964
C -1.73 -1.15 1.76  -0.920
C -1.73 -0.98 0.27  0.129
O -2.90 -1.54 -0.31  -0.546
H -3.03 0.15 4.60  0.414
H -1.35 -0.27 4.24  0.400
H -2.62 -1.54 4.20  0.409
H -4.39 0.18 1.46  0.264
H -4.64 -0.35 3.15  0.319
H -4.15 -1.52 1.86  0.329
H -2.72 1.81 3.04  0.449
H -2.73 1.48 1.31  0.438
H -1.20 1.33 2.18  0.116
H -1.96 -2.17 2.06  0.523
H -0.70 -0.94 2.08  0.340
H -0.87 -1.54 -0.10  0.273
H -1.59 0.07 0.02  -0.119
H -2.93 -1.30 -1.24  0.340
Br 1.11 0.93 0.97  -0.675

For the energy above the lowest of the compared OMol25 structures with the same formula, charge and spin, the calculation gives 0.0 kJ/mol. The calculation puts the HOMO energy at -11.9662 eV. Its orbital gap is 7.91 eV. As for the net charge: +2.